Here is the molecule C12H8ClN3O3 from the OMol25 dataset. Energies are from ωB97M-V with the def2-TZVPD basis set.

Positions of all 27 atoms, in Å:
Cl1 -4.428 1.928 0.854
O1 -1.556 1.564 -3.523
O2 1.801 2.256 -1.288
O3 0.183 0.457 -2.901
N1 2.344 -2.739 1.723
N2 2.081 0.231 -0.356
N3 -0.808 1.121 -2.686
C1 -0.477 1.430 0.998
C2 -2.788 1.687 0.393
C3 -1.139 1.352 -1.296
C4 1.162 -3.302 1.540
C5 -0.127 1.286 -0.340
C6 1.322 1.286 -0.747
C7 0.477 -1.587 0.029
C8 0.201 -2.771 0.692
C9 1.705 -0.969 0.247
C10 -2.465 1.556 -0.949
C11 2.611 -1.614 1.095
C12 -1.797 1.617 1.366
H1 -3.217 1.601 -1.721
H2 0.990 -4.220 2.084
H3 3.594 -1.196 1.271
H4 -2.062 1.718 2.406
H5 -0.740 -3.276 0.540
H6 3.074 0.356 -0.520
H7 0.292 1.401 1.755
H8 -0.234 -1.171 -0.666

Calculated values
LUMO ... -0.9 eV
Multiplicity ... 1
E ... -35706.6012 eV
Frontier orbital gap ... 8.4 eV

Here is a structure of composition C12H8N2NaO4S5Se from the OMol25 dataset. Energies are from ωB97M-V with the def2-TZVPD basis set.

Positions of all 33 atoms, in Å:
Se1 -3.433 2.578 -3.732
S1 4.782 -2.310 1.927
S2 2.063 -3.226 1.772
S3 0.968 -0.724 0.633
S4 4.237 0.378 0.726
S5 4.141 -5.061 2.871
Na1 0.513 0.817 -2.351
O1 -0.621 -1.514 -2.860
O2 0.363 2.391 -0.782
O3 -0.726 3.086 1.041
O4 -2.477 -2.681 -2.602
N1 -0.577 1.839 -3.972
N2 -1.317 0.304 -1.037
C1 3.690 -3.611 2.217
C2 -1.545 1.166 -0.059
C3 3.471 1.450 1.969
C4 -1.660 -1.664 -2.287
C5 -0.534 2.256 0.011
C6 -3.451 -0.046 0.671
C7 3.629 -1.182 1.247
C8 -1.693 2.138 -3.925
C9 -2.108 -0.747 -1.181
C10 -2.611 1.041 0.830
C11 2.332 -1.588 1.179
C12 -3.199 -0.965 -0.340
H1 2.391 1.339 1.921
H2 3.750 2.470 1.722
H3 -2.758 1.763 1.615
H4 -3.841 -1.830 -0.435
H5 -4.289 -0.191 1.337
H6 3.833 1.208 2.965
H7 -3.301 -2.631 -2.106
H8 -0.019 3.749 1.014

Calculated values
LUMO ... 1.7 eV
Total charge ... -1
Multiplicity ... 1
E ... -147687.8549 eV
Energy relative to the best compared isomer or geometry (same formula, charge and spin) ... 0.2565 eV
Frontier orbital gap ... 6.1 eV

Here is a structure of composition C12H9AuN2O4S from the OMol25 dataset. Energies are from ωB97M-V with the def2-TZVPD basis set.

Positions of all 29 atoms, in Å:
Au1 -0.886 1.204 0.328
S1 -1.130 3.674 1.359
O1 -2.184 2.583 0.862
O2 -1.403 4.909 0.705
O3 -1.067 3.651 2.785
O4 0.118 2.963 0.753
N1 0.435 -0.317 -0.161
N2 -0.051 -1.445 -0.369
C1 2.655 -1.289 -0.552
C2 2.417 1.069 -0.040
C3 -3.493 -2.688 -0.449
C4 4.595 0.127 -0.430
C5 -3.496 -0.324 0.108
C6 4.022 -1.124 -0.639
C7 -2.110 -2.689 -0.523
C8 3.794 1.216 -0.133
C9 -2.122 -0.320 0.031
C10 1.859 -0.183 -0.251
C11 -4.176 -1.517 -0.138
C12 -1.438 -1.497 -0.285
H1 1.799 1.922 0.204
H2 2.201 -2.254 -0.713
H3 5.668 0.247 -0.500
H4 -5.256 -1.530 -0.084
H5 4.232 2.190 0.033
H6 4.647 -1.976 -0.871
H7 -4.034 0.581 0.360
H8 -4.044 -3.600 -0.632
H9 -1.551 -3.584 -0.760

Calculated values
LUMO ... -2.2 eV
Multiplicity ... 1
E ... -38285.3666 eV
Energy relative to the best compared isomer or geometry (same formula, charge and spin) ... 0.0000 eV
Frontier orbital gap ... 7.6 eV

Here is a structure of composition C12H9Br2N2O2SbSe4W from the OMol25 dataset. Energies are from ωB97M-V with the def2-TZVPD basis set.

Positions of all 33 atoms, in Å:
W1 1.707 0.074 0.065
Sb1 1.525 5.428 0.273
Br1 3.771 -0.930 -0.455
Br2 -1.101 -2.778 -6.339
Se1 0.543 5.582 -1.991
Se2 2.998 5.864 -1.649
Se3 2.050 2.310 -0.118
Se4 1.208 5.509 2.554
O1 -0.246 0.296 -0.688
O2 1.052 -1.192 -1.514
N1 0.771 -0.871 1.584
N2 -2.733 0.221 -4.056
C1 -0.234 -1.415 2.287
C2 -0.015 -0.501 -1.674
C3 -0.559 -1.530 -3.846
C4 -0.850 -0.596 -2.847
C5 -0.205 -1.275 3.659
C6 0.848 -0.519 4.221
C7 -2.461 -0.668 -5.007
C8 -1.257 -1.884 4.529
C9 -1.946 0.254 -2.993
C10 1.842 0.057 3.462
C11 -1.390 -1.563 -4.943
C12 1.781 -0.170 2.089
H1 -0.811 -2.643 5.175
H2 -1.704 -1.128 5.176
H3 -2.044 -2.352 3.943
H4 2.637 0.637 3.908
H5 0.855 -0.373 5.295
H6 -1.007 -1.945 1.749
H7 -3.122 -0.677 -5.866
H8 0.286 -2.200 -3.757
H9 -2.188 0.979 -2.225

Calculated values
LUMO ... -8.7 eV
Total charge ... +2
Multiplicity ... 1
E ... -429483.4670 eV
Frontier orbital gap ... 5.3 eV

Here is a structure of composition C12H9N3NiS6 from the OMol25 dataset. Energies are from ωB97M-V with the def2-TZVPD basis set.

Positions of all 31 atoms, in Å:
Ni1 0.592 1.245 -0.287
S1 3.993 4.139 1.497
S2 3.235 5.175 -1.019
S3 2.121 1.736 1.308
S4 5.306 6.631 0.541
S5 1.186 2.959 -1.531
S6 -1.658 1.122 -0.714
N1 -3.460 -0.633 0.128
N2 0.749 -0.873 -0.198
N3 -1.510 -1.549 0.099
C1 -2.173 -0.391 -0.152
C2 2.047 -1.203 -0.357
C3 -3.621 -1.923 0.571
C4 -0.143 -1.859 -0.102
C5 0.222 -3.193 -0.175
C6 2.428 3.700 -0.500
C7 -4.515 0.366 -0.007
C8 1.557 -3.514 -0.330
C9 2.492 -2.503 -0.419
C10 -2.422 -2.496 0.557
C11 4.229 5.386 0.352
C12 2.775 3.231 0.616
H1 3.543 -2.708 -0.541
H2 -4.584 0.700 -1.040
H3 -4.292 1.228 0.619
H4 1.855 -4.552 -0.388
H5 -5.454 -0.085 0.299
H6 -0.514 -3.979 -0.142
H7 2.729 -0.368 -0.428
H8 -2.137 -3.479 0.873
H9 -4.574 -2.313 0.873

Calculated values
LUMO (alpha / beta) ... -0.7 / -0.7 eV
Expectation value of S² ... 2.01
Multiplicity ... 3
E ... -123115.7479 eV
Frontier orbital gap (alpha / beta) ... 6.0 / 6.1 eV

Here is the molecule C12H9NO from the OMol25 dataset. Energies are from ωB97M-V with the def2-TZVPD basis set.

Positions of all 23 atoms, in Å:
O1 -0.190 0.666 1.125
N1 -2.789 -1.818 1.704
C1 2.471 2.688 -0.286
C2 -2.729 -2.391 0.474
C3 0.828 1.019 0.229
C4 -0.898 -1.131 -0.359
C5 -1.889 -0.845 1.872
C6 0.316 -0.912 -1.286
C7 1.517 2.159 0.599
C8 1.119 0.346 -0.956
C9 -0.991 -0.483 0.835
C10 2.794 2.048 -1.466
C11 -1.736 -2.169 -0.485
C12 2.081 0.871 -1.833
H1 1.255 2.720 1.492
H2 -3.389 -3.277 0.384
H3 2.815 3.648 0.046
H4 -2.015 -0.210 2.769
H5 -1.693 -2.779 -1.313
H6 3.460 2.477 -2.157
H7 2.306 0.274 -2.707
H8 0.062 -0.842 -2.344
H9 0.942 -1.826 -1.127

Calculated values
LUMO ... 0.7 eV
Multiplicity ... 1
E ... -16126.8437 eV
Energy relative to the best compared isomer or geometry (same formula, charge and spin) ... 0.0000 eV
Frontier orbital gap ... 9.2 eV

Here is the molecule C12H9NO2 from the OMol25 dataset. Energies are from ωB97M-V with the def2-TZVPD basis set.

Positions of all 24 atoms, in Å:
O1 -1.792 1.082 0.062
O2 -1.485 -1.115 -0.230
N1 -4.165 1.531 -0.479
C1 2.230 1.885 0.089
C2 3.763 -1.497 -0.181
C3 -4.231 0.305 -0.118
C4 1.317 -0.696 -0.158
C5 2.739 -0.440 -0.097
C6 -4.804 -0.945 -0.005
C7 3.166 0.833 -0.014
C8 0.395 0.394 -0.148
C9 -1.046 -0.021 -0.164
C10 -5.176 -2.071 0.216
C11 -3.108 1.067 0.462
C12 0.872 1.720 -0.162
H1 -3.268 1.431 1.388
H2 2.627 2.846 0.376
H3 0.837 -1.689 -0.056
H4 4.556 -1.121 0.429
H5 4.164 -1.463 -1.200
H6 4.196 0.953 0.079
H7 -5.224 -3.051 0.237
H8 0.138 2.507 -0.194
H9 3.302 -2.442 -0.132

Calculated values
LUMO (alpha / beta) ... 0.3 / -3.3 eV
Expectation value of S² ... 2.03
Multiplicity ... 3
E ... -18166.6889 eV
Energy relative to the best compared isomer or geometry (same formula, charge and spin) ... 0.0000 eV
Frontier orbital gap (alpha / beta) ... 6.6 / 6.1 eV

Here is a structure of composition C13H10F5InNO from the OMol25 dataset. Energies are from ωB97M-V with the def2-TZVPD basis set.

Positions of all 31 atoms, in Å:
In1 -0.349 -0.064 -0.777
F1 -0.626 -2.017 4.575
F2 0.645 2.520 5.270
F3 -0.111 -1.758 1.904
F4 1.206 2.774 2.597
F5 -0.325 0.157 6.238
O1 0.627 0.773 0.903
N1 -1.380 -1.769 -1.356
C1 0.049 -0.684 2.730
C2 1.109 1.340 -2.639
C3 -0.986 1.260 -3.598
C4 0.385 0.927 -3.774
C5 -0.430 -2.837 -1.600
C6 0.444 1.479 4.433
C7 0.848 -2.186 -2.029
C8 0.718 1.613 3.087
C9 -0.215 -0.831 4.078
C10 -1.147 1.892 -2.346
C11 0.452 0.557 2.184
C12 0.172 1.967 -1.723
C13 -0.049 0.267 4.927
H1 0.810 0.471 -4.676
H2 0.445 2.678 -0.949
H3 -1.776 1.097 -4.345
H4 0.967 -2.063 -3.097
H5 -0.171 -3.383 -0.669
H6 2.192 1.313 -2.511
H7 -2.045 2.387 -1.969
H8 -2.320 -2.092 -1.121
H9 1.735 -2.269 -1.401
H10 -0.876 -3.518 -2.348

Calculated values
LUMO ... 2.6 eV
Total charge ... -1
Multiplicity ... 1
E ... -35939.3902 eV
Energy relative to the best compared isomer or geometry (same formula, charge and spin) ... 0.0000 eV
Frontier orbital gap ... 5.5 eV

- Which of these has the highest E?
  C12H9NO